No. 1
Here is a single C7H10F3NO3 molecule at a distorted geometry from the Open Molecules 2025 dataset. Energies are from ωB97M-V/def2-TZVPD.

```
24
Properties=species:S:1:pos:R:3:forces:R:3
C 3.623094 -0.648131 0.785508 1.114 -1.542 0.427
N 2.744549 -1.012848 -0.365296 -1.006 2.008 0.136
C 2.178914 0.164384 -1.056500 1.600 -1.624 -2.080
O 1.715146 1.219926 -0.165538 -3.123 0.258 -0.398
C 0.463953 1.718749 -0.537160 -1.408 0.949 -1.692
O 0.053561 1.895223 -1.689006 1.802 -0.939 3.034
O -0.413728 2.119586 0.525068 1.693 -1.539 -0.653
C -1.240160 1.012463 0.938132 -1.590 -1.103 -0.038
C -2.514036 0.771786 -0.039708 0.164 -1.287 0.598
C -3.129405 -0.638977 0.415769 -0.226 -0.440 -1.246
F -3.430718 -0.775194 1.798831 0.630 0.105 -2.818
C -3.349353 -1.712487 -0.447783 0.210 1.786 2.611
F -3.112993 -1.558204 -1.814293 -0.774 -1.386 3.014
F -3.808600 -2.915483 0.131713 1.047 2.407 -2.579
H 4.581525 -1.278439 0.674559 -1.282 1.002 0.287
H 3.953803 0.436354 0.803021 -0.815 -1.324 -0.001
H 3.144231 -0.997059 1.764271 0.692 0.970 -1.189
H 1.982307 -1.644620 -0.100415 0.537 0.416 0.141
H 3.020620 0.579317 -1.721447 -1.311 -0.211 1.168
H 1.378286 -0.228640 -1.771081 0.821 0.913 1.183
H -1.695220 1.206603 1.970783 1.111 0.012 -1.433
H -0.676456 0.017173 0.974925 -0.430 1.444 0.038
H -3.267569 1.617445 0.056911 0.932 -1.151 -0.079
H -2.201749 0.651074 -1.131265 -0.387 0.277 1.569
```
Forces are in eV/Å.

Its spin multiplicity is 1. The gap between HOMO and LUMO comes out at 10.217 eV. The calculation puts the energy at -852.67924 Eh.

No. 2
Here is a gas-phase ion, C4H7N2 (charge +1) at a distorted geometry from the Open Molecules 2025 dataset. Energies are from ωB97M-V/def2-TZVPD.

```
13
Properties=species:S:1:pos:R:3:forces:R:3
C 0.130457 -0.544497 1.559339 1.580 3.578 -2.199
C 1.321304 0.005507 1.632320 -1.961 0.718 -1.426
C -0.931091 -0.175601 0.402882 0.407 -2.046 -0.027
C -0.112771 -0.028691 -0.921222 -2.053 -0.339 1.992
N 1.880744 1.111756 -1.401974 2.382 3.029 -2.367
N 1.059889 0.725351 -0.661127 0.278 -2.489 3.228
H -0.226453 -1.186775 2.274978 -0.714 -1.532 1.915
H 2.113796 0.649274 2.075273 -0.505 -1.068 -0.635
H -1.414434 -1.178738 0.300174 -0.229 1.015 0.019
H -1.731989 0.551698 0.701554 1.270 -0.340 -0.128
H 0.024136 -1.081819 -1.133786 1.243 0.044 -0.538
H -0.607325 0.399235 -1.738609 -1.248 0.712 -1.085
H 1.718694 1.317436 -2.449146 -0.450 -1.284 1.249
```
Forces are in eV/Å.

As for the charge: +1. Its spin multiplicity is 1. The gap between HOMO and LUMO (spin up / spin down) comes out at 8.062 / 8.061 eV. The calculation puts the energy at -265.65466 Eh.

No. 3
Here is a gas-phase ion, C6H15N2 (charge +1) at a distorted geometry from the Open Molecules 2025 dataset. Energies are from ωB97M-V/def2-TZVPD.

```
23
Properties=species:S:1:pos:R:3:forces:R:3
C -0.195083 -2.393488 1.465376 -1.049 1.830 -1.278
C -0.643889 -1.012309 1.950992 0.671 1.866 -1.464
C 0.535705 0.096686 1.958258 -1.573 -0.473 -2.040
C 0.180640 1.478108 1.280832 -0.083 -1.262 -1.585
C 0.595408 1.187651 -0.286900 -2.485 1.203 1.841
N -0.055145 -0.012988 -0.828340 2.874 2.465 -0.299
C 0.167962 -0.189835 -2.226552 -0.258 1.137 -3.844
N -0.596911 0.899509 -3.047675 -2.105 -1.285 5.086
H 0.738312 -2.597721 1.931133 0.760 -0.808 0.190
H -0.065376 -2.141407 0.373429 0.317 -1.188 0.653
H -0.985144 -3.152176 1.611081 0.667 0.296 -0.100
H -1.050956 -1.084664 2.933929 -0.787 0.301 0.512
H -1.330931 -0.574084 1.148637 0.035 -0.741 1.590
H 0.795946 0.422121 2.918485 0.871 -0.548 1.667
H 1.369218 -0.344909 1.337920 -0.353 0.484 1.252
H 0.860853 2.266397 1.667493 -0.362 -0.463 -0.451
H -0.899369 1.883042 1.397429 1.691 -1.002 -0.347
H 0.426485 2.122329 -0.878374 0.172 -0.924 -0.514
H 1.714373 1.118542 -0.234693 -0.542 -0.614 -0.376
H -0.135165 -1.166503 -2.631921 0.045 0.109 0.891
H 1.306814 -0.035356 -2.547221 -1.935 -0.146 1.073
H -1.637432 0.940986 -2.780331 2.436 -0.259 -0.867
H -0.387699 1.136871 -3.966942 0.994 0.021 -1.588
```
Forces are in eV/Å.

As for the charge: +1. Its spin multiplicity is 1. The gap between HOMO and LUMO comes out at 5.581 eV. The calculation puts the energy at -346.63566 Eh.

No. 4
Here is a molecular structure, C21H25BF5N3O2S3SbSiSr at a distorted geometry from the Open Molecules 2025 dataset. Energies are from ωB97M-V/def2-TZVPD.

```
63
Properties=species:S:1:pos:R:3:forces:R:3
Sr -0.653637 -1.135064 -1.184868 -0.767 -0.762 0.802
C 0.828079 -0.652403 3.769089 0.141 0.082 0.181
Si -0.599202 -1.067732 2.618918 0.111 -0.118 -0.221
C -1.913874 -1.891895 3.677300 -0.127 -0.052 0.147
C -1.306352 0.556499 2.040624 -0.095 0.132 -0.048
N -0.103971 -1.959530 1.251212 0.048 -0.403 -0.178
C 0.424227 -3.203481 1.313032 0.011 -0.009 0.069
C 0.657980 -3.985719 2.476385 0.006 -0.023 0.062
C 1.178502 -5.271946 2.440758 -0.023 0.043 0.030
C 1.516021 -5.890429 1.245546 -0.009 0.038 -0.087
C 1.324896 -5.166469 0.067752 0.063 -0.043 0.127
C 0.823247 -3.897671 0.143993 -0.075 0.142 -0.038
F 0.667646 -3.221748 -1.049362 0.184 -0.283 -0.035
H 0.475233 -0.007555 4.581000 0.053 0.000 0.016
H 1.613168 -0.120336 3.226047 -0.012 0.013 -0.006
H 1.277768 -1.542389 4.215336 0.004 0.004 0.002
H -2.256757 -1.193926 4.448849 -0.022 -0.021 -0.007
H -1.550771 -2.791535 4.178092 -0.010 -0.009 0.009
H -2.772503 -2.175239 3.065319 0.003 0.012 0.005
H -1.547966 1.179821 2.907515 -0.001 0.024 -0.028
H -2.230015 0.421873 1.470554 0.000 -0.003 -0.005
H -0.600633 1.109706 1.415219 0.004 0.021 0.020
H 0.402563 -3.554675 3.435706 0.007 -0.016 0.009
H 1.315693 -5.803345 3.376751 -0.003 0.004 0.007
H 1.910135 -6.897399 1.215916 0.001 -0.004 0.019
H 1.560430 -5.571512 -0.908190 0.007 -0.005 -0.001
O -2.926560 5.965213 -1.312783 0.112 -0.096 0.025
C -2.112951 5.308831 -0.328689 -0.058 -0.011 -0.078
C -1.810573 3.904633 -0.754683 -0.036 0.082 0.049
C -2.858130 2.989411 -1.021254 -0.023 0.061 -0.029
C -2.512233 1.690286 -1.299463 0.300 -0.051 0.041
N -1.249105 1.232246 -1.327740 -0.164 0.753 0.037
C -0.215608 2.115244 -1.105115 0.082 0.033 0.011
C -0.516607 3.475921 -0.814805 -0.048 -0.083 -0.047
C 1.126523 1.618973 -1.134614 -0.084 0.089 0.022
C 2.261403 2.479301 -1.089828 -0.053 -0.100 0.015
C 3.519091 1.959735 -1.150560 0.129 0.084 -0.020
C 4.735647 2.840913 -1.194675 -0.048 -0.003 0.030
O 4.495171 4.081951 -0.528252 -0.063 -0.130 0.010
C 3.689900 0.558326 -1.248619 0.053 -0.061 0.011
C 2.558125 -0.221813 -1.282451 -0.179 0.200 -0.006
N 1.312578 0.256894 -1.229469 0.756 0.631 -0.045
H -3.319078 6.732211 -0.893301 -0.079 0.105 0.021
H -2.649372 5.293135 0.628369 -0.002 -0.030 0.000
H -1.174133 5.854111 -0.184202 -0.001 0.015 -0.006
H -3.895573 3.291859 -1.012958 0.009 0.020 0.009
H -3.285083 0.951580 -1.496091 -0.001 -0.021 0.009
H 0.277822 4.178176 -0.598727 0.016 -0.019 0.001
H 2.140244 3.549706 -1.030226 -0.006 0.018 -0.004
H 5.001959 3.032525 -2.241873 0.009 -0.026 -0.016
H 5.577918 2.313413 -0.730948 -0.013 0.011 0.024
H 5.205080 4.678577 -0.766831 0.093 0.117 -0.033
H 4.671456 0.103516 -1.290876 0.006 0.026 0.003
H 2.646507 -1.302320 -1.354398 -0.031 -0.014 0.003
S -6.848611 -0.659561 -1.550195 -0.089 0.170 0.008
Sb -5.778576 -2.602494 -1.199334 -0.089 -0.152 -0.074
S -3.335913 -2.316162 -1.616880 -0.346 -0.167 0.195
S -3.967104 -2.265430 0.428964 0.185 0.054 -0.177
F -0.301398 -1.779328 -3.343183 0.102 -0.142 -1.041
B -0.241440 -1.456644 -4.793860 0.079 -0.168 0.287
F 0.580521 -2.418665 -5.378681 -0.019 0.032 -0.037
F 0.294101 -0.183802 -4.907996 0.056 0.047 -0.013
F -1.535905 -1.516369 -5.282264 -0.053 -0.042 -0.036
```
Forces are in eV/Å.

As for the charge: -2. Its spin multiplicity is 2. The gap between HOMO and LUMO (spin up / spin down) comes out at 4.150 / 6.261 eV. The calculation puts the energy at -3409.69809 Eh.